No. 1
C42H37NOP | ωB97M-V with the def2-TZVPD basis set

Calculated values
Total energy   -2093.73101 a.u.
HOMO level   -9.795 eV
Orbital gap   4.3 eV
Lowest unoccupied orbital energy   -5.5 eV
Charge   +1

Geometry as XYZ:
```
82
Properties=species:S:1:pos:R:3:mulliken_charge:R:1
C 2.491 -1.374 1.834 -1.328
C 2.274 -1.386 0.336 0.514
C 0.912 -1.379 -0.108 -0.346
P 0.566 -1.866 -1.740 2.637
C 0.921 -0.466 -2.821 0.033
C 2.255 -0.201 -3.161 -0.009
C 2.576 0.956 -3.864 -0.956
C 1.564 1.859 -4.209 -0.633
C 0.232 1.563 -3.911 -0.748
C -0.103 0.404 -3.219 -0.298
C 1.521 -3.199 -2.497 0.054
C 1.800 -3.157 -3.873 -0.348
C 2.499 -4.199 -4.480 -0.859
C 2.891 -5.308 -3.729 -0.518
C 2.577 -5.368 -2.367 -0.787
C 1.897 -4.320 -1.740 -0.469
C -1.154 -2.375 -1.962 0.179
C -1.505 -3.261 -2.999 -0.818
C -2.841 -3.598 -3.213 -0.713
C -3.836 -3.097 -2.370 -0.740
C -3.482 -2.278 -1.294 -0.601
C -2.152 -1.919 -1.085 0.431
O 3.256 -1.375 -0.437 -0.637
H 1.580 -1.573 2.403 0.307
H 3.237 -2.129 2.096 0.448
H 2.899 -0.405 2.141 0.228
H 0.099 -1.093 0.553 0.020
H 3.041 -0.902 -2.870 0.503
H 3.611 1.141 -4.154 0.431
H 1.811 2.788 -4.724 0.424
H -0.559 2.253 -4.209 0.504
H -1.147 0.178 -2.990 0.480
H 1.483 -2.306 -4.482 0.508
H 2.729 -4.129 -5.542 0.417
H 3.432 -6.123 -4.209 0.400
H 2.863 -6.242 -1.783 0.407
H 1.659 -4.356 -0.673 0.412
H -0.731 -3.688 -3.638 0.343
H -3.103 -4.261 -4.037 0.419
H -4.884 -3.348 -2.542 0.393
H -4.251 -1.917 -0.613 0.474
H -1.885 -1.277 -0.243 -0.021
C 1.783 1.182 7.041 -0.926
N 0.593 1.752 6.444 0.174
C -0.052 2.789 7.234 -0.979
C 0.387 1.656 5.063 -0.199
C -0.036 0.426 4.499 -0.944
C -0.328 0.337 3.151 -0.236
C -0.110 1.442 2.287 0.610
C -0.611 1.450 0.932 1.261
C -0.148 2.374 -0.085 -0.657
C -1.209 2.598 -1.013 -0.402
C -1.163 3.653 -1.910 0.163
C -0.057 4.503 -1.895 -0.774
C 1.025 4.240 -1.035 -1.169
C 1.014 3.138 -0.174 0.098
C -2.331 1.763 -0.624 0.411
C -1.978 1.093 0.596 0.119
C -2.985 0.506 1.358 0.465
C -4.305 0.565 0.901 -1.235
C -4.632 1.175 -0.323 -0.768
C -3.634 1.775 -1.102 -0.450
C 0.442 2.622 2.850 -0.896
C 0.597 2.763 4.214 -0.737
H 2.166 0.382 6.397 0.308
H 2.574 1.945 7.164 0.288
H 1.541 0.777 8.033 0.320
H -1.040 3.004 6.804 0.301
H -0.175 2.427 8.267 0.333
H 0.535 3.726 7.254 0.334
H -0.187 -0.429 5.168 0.496
H -0.733 -0.597 2.747 0.637
H -1.999 3.775 -2.598 0.440
H -0.034 5.376 -2.544 0.459
H 1.893 4.899 -1.044 0.450
H 1.877 2.845 0.428 0.785
H -2.725 0.041 2.301 0.490
H -5.094 0.123 1.512 0.446
H -5.671 1.206 -0.656 0.446
H -3.833 2.250 -2.067 0.468
H 0.671 3.470 2.206 0.528
H 0.927 3.712 4.642 0.409
```

No. 2
C42H38BN13PbSSe | ωB97M-V with the def2-TZVPD basis set

Calculated values
Total energy   -5352.00185 a.u.
Energy above the lowest of the compared OMol25 structures with the same formula, charge and spin   46.33 kcal per mole
HOMO level   -12.343 eV
Orbital gap   4.6 eV
Lowest unoccupied orbital energy   -7.7 eV
Charge   +2

Geometry as XYZ:
```
97
Properties=species:S:1:pos:R:3:mulliken_charge:R:1
Pb -0.044 -0.041 0.044 1.132
N -0.203 -5.179 1.240 -0.513
C -0.800 -3.937 1.246 0.112
S 0.695 -3.281 -1.570 -0.044
N -0.430 -3.034 2.057 -1.241
N -0.701 -1.801 2.231 1.388
C -1.172 -1.210 3.252 -1.363
C -1.152 0.236 3.376 1.564
C -1.388 0.788 4.639 -1.272
C -1.341 2.161 4.805 -0.846
C -1.083 2.947 3.692 -1.069
C -0.890 2.321 2.471 -0.226
N -0.912 1.006 2.304 0.898
H 0.124 -5.489 0.331 0.231
H 0.526 -5.273 1.937 0.249
H -1.609 -1.760 4.086 0.349
H -1.592 0.142 5.478 0.544
H -1.509 2.602 5.774 0.463
H -1.044 4.020 3.764 0.603
H -0.705 2.917 1.592 0.161
C 3.769 3.421 -2.545 -1.574
C 3.099 2.116 -2.337 0.839
C 3.237 0.969 -3.094 -1.626
C 2.317 0.054 -2.561 -0.157
N 1.680 0.630 -1.531 1.059
N 2.174 1.866 -1.385 0.214
B 1.725 2.815 -0.253 -1.204
N 0.222 3.101 -0.492 0.057
N -0.616 2.087 -0.799 0.667
C -1.742 2.616 -1.304 -0.392
C -1.641 4.009 -1.260 -1.188
C -0.379 4.277 -0.753 0.613
C 0.193 5.617 -0.482 -1.711
C -2.777 1.833 -1.963 0.303
C -2.448 0.609 -2.544 0.603
C -3.365 -0.087 -3.306 -0.501
C -4.634 0.434 -3.506 -0.645
C -4.977 1.647 -2.928 -0.960
C -4.059 2.343 -2.162 -0.515
N 1.969 2.108 1.093 1.307
N 1.736 0.790 1.221 -0.169
C 2.253 0.375 2.383 -0.310
C 2.798 1.478 3.042 -1.145
C 2.611 2.556 2.186 0.738
C 3.037 3.962 2.381 -1.737
C 2.280 -1.042 2.737 0.342
C 2.075 -1.460 4.050 -0.543
C 2.148 -2.801 4.376 -0.912
C 2.438 -3.741 3.399 -0.526
C 2.647 -3.334 2.090 -0.891
C 2.569 -1.994 1.758 0.067
C 2.031 -1.272 -3.054 0.177
C 0.736 -1.878 -2.761 2.530
C 0.396 -3.178 -3.399 -1.130
C 1.383 -3.776 -4.273 -0.827
C 2.590 -3.191 -4.448 -0.878
C 2.917 -1.949 -3.842 -0.758
H 4.390 3.366 -3.433 0.415
H 4.399 3.686 -1.700 0.282
H 3.031 4.210 -2.679 0.296
H 3.883 0.818 -3.931 0.580
H 2.343 3.811 -0.291 -0.160
H -2.363 4.725 -1.588 0.610
H -0.071 6.300 -1.286 0.466
H 1.272 5.590 -0.382 0.250
H -0.233 6.012 0.440 0.282
H -1.434 0.253 -2.442 0.286
H -3.078 -1.014 -3.779 0.528
H -5.349 -0.094 -4.115 0.464
H -5.959 2.063 -3.094 0.429
H -4.331 3.294 -1.731 0.498
H 3.286 1.495 3.992 0.682
H 3.221 4.146 3.436 0.484
H 2.284 4.659 2.020 0.261
H 3.962 4.157 1.838 0.286
H 1.852 -0.724 4.808 0.488
H 1.992 -3.114 5.396 0.471
H 2.528 -4.782 3.668 0.541
H 2.895 -4.061 1.330 0.460
H 2.769 -1.678 0.745 0.683
H -0.068 -1.179 -2.559 -0.650
H -0.647 -3.392 -3.607 0.513
H 1.120 -4.682 -4.794 0.465
H 3.316 -3.640 -5.107 0.432
H 3.878 -1.512 -4.061 0.490
Se -2.646 -5.536 -0.190 0.453
N -3.988 -4.690 -0.830 -0.770
C -3.947 -3.384 -0.585 0.794
C -4.932 -2.444 -0.950 -0.896
C -4.728 -1.133 -0.594 -1.010
C -3.552 -0.775 0.082 -0.605
N -2.596 -1.625 0.415 0.272
C -2.792 -2.904 0.123 0.765
N -1.951 -3.923 0.448 -0.007
H -5.808 -2.776 -1.483 0.515
H -5.455 -0.372 -0.831 0.615
H -3.374 0.246 0.389 0.706
```

No. 3
C42H38CaN4O2P2S2 | ωB97M-V with the def2-TZVPD basis set

Calculated values
Total energy   -4149.60398 a.u.
Energy above the lowest of the compared OMol25 structures with the same formula, charge and spin   2.25 kcal per mole
HOMO level (alpha / beta)   1.012 / 0.689 eV
Orbital gap (alpha / beta)   3.3 / 3.6 eV
Lowest unoccupied orbital energy (alpha / beta)   4.3 / 4.3 eV
Charge   -2

Geometry as XYZ:
```
91
Properties=species:S:1:pos:R:3:mulliken_charge:R:1
Ca 0.363 2.352 -0.584 1.371
C 2.307 6.376 -0.407 -1.606
C 2.161 4.906 -0.764 0.691
O 0.939 4.451 -0.732 -1.095
C 3.284 4.175 -1.067 -0.816
C 3.463 2.757 -1.331 0.667
C 4.866 2.236 -1.453 -1.325
N 2.459 1.919 -1.383 -0.200
N 2.731 0.610 -1.531 -0.311
C 1.777 -0.286 -1.303 -2.097
O 0.448 0.111 -0.882 3.264
C 2.001 -1.636 -1.683 0.962
C 0.957 -2.576 -1.841 -0.423
C 1.209 -3.877 -2.222 -0.781
C 2.510 -4.321 -2.469 -0.653
C 3.550 -3.397 -2.339 -0.482
C 3.317 -2.092 -1.967 -1.131
H 1.354 6.735 -0.021 0.361
H 2.573 6.981 -1.280 0.309
H 3.075 6.536 0.352 0.355
H 4.217 4.730 -1.027 0.146
H 5.587 3.052 -1.501 0.425
H 4.970 1.595 -2.332 0.265
H 5.103 1.596 -0.596 0.195
H -0.050 -2.237 -1.683 0.835
H 0.371 -4.559 -2.339 0.354
H 2.707 -5.346 -2.761 0.354
H 4.573 -3.711 -2.529 0.336
H 4.136 -1.394 -1.868 0.426
S 1.793 1.665 1.843 -0.641
P 0.871 -0.116 1.772 2.083
C -0.213 -0.363 0.405 -1.452
P -1.896 0.198 0.574 1.680
S -2.251 2.205 0.411 -0.709
C -2.842 -0.588 -0.803 0.931
C -2.598 -1.905 -1.179 -0.336
C -3.404 -2.540 -2.115 -0.889
C -4.484 -1.871 -2.669 -0.629
C -4.759 -0.566 -2.271 -0.671
C -3.944 0.069 -1.349 -0.579
C -2.622 -0.476 2.012 0.851
C -2.760 -1.894 2.163 -0.525
C -3.520 -2.427 3.175 -0.835
C -4.177 -1.617 4.112 -0.700
C -4.055 -0.220 3.966 -0.554
C -3.313 0.336 2.958 -0.581
C 0.062 -0.441 3.359 0.416
C -0.137 -1.742 3.835 -0.487
C -0.667 -1.946 5.100 -0.664
C -1.009 -0.870 5.904 -0.460
C -0.810 0.426 5.434 -0.727
C -0.268 0.638 4.179 -0.507
C 2.131 -1.440 1.642 0.296
C 1.744 -2.738 1.314 0.273
C 2.673 -3.764 1.294 -1.245
C 4.004 -3.498 1.587 -0.688
C 4.400 -2.202 1.886 -0.746
C 3.467 -1.175 1.917 -0.686
H -1.781 -2.438 -0.717 0.148
H -3.183 -3.562 -2.403 0.406
H -5.116 -2.364 -3.400 0.327
H -5.603 -0.031 -2.693 0.397
H -4.142 1.092 -1.056 0.374
H -2.258 -2.562 1.472 0.190
H -3.588 -3.509 3.254 0.356
H -4.765 -2.048 4.913 0.336
H -4.546 0.442 4.674 0.329
H -3.241 1.413 2.868 0.267
H 0.122 -2.596 3.231 0.259
H -0.838 -2.961 5.441 0.347
H -1.439 -1.039 6.884 0.349
H -1.081 1.279 6.044 0.359
H -0.102 1.644 3.816 0.309
H 0.715 -2.932 1.042 0.335
H 2.362 -4.762 1.011 0.374
H 4.736 -4.297 1.551 0.349
H 5.442 -1.982 2.090 0.376
H 3.770 -0.159 2.133 0.392
N -0.864 4.625 -3.040 -0.457
C -1.393 3.420 -3.426 0.665
C -2.468 3.362 -4.332 -0.834
C -2.918 2.128 -4.744 -0.215
C -2.306 0.970 -4.275 -1.166
C -1.274 1.119 -3.372 -0.530
N -0.826 2.306 -2.949 -0.079
H -1.497 5.405 -3.065 0.219
H -0.212 4.636 -2.248 0.257
H -2.913 4.281 -4.691 0.337
H -3.752 2.063 -5.434 0.395
H -2.639 -0.019 -4.553 0.451
H -0.777 0.259 -2.938 0.768
```